1.
Entry from OMol25: C12H15CrF2MgN3O14P2 as an isolated structure in a non-equilibrium geometry (ωB97M-V/def2-TZVPD).

```
50
C12H15CrF2MgN3O14P2 (ωB97M-V/def2-TZVPD)
H 1.699 2.707 -2.067
P -0.236 -0.096 -0.686
H 0.140 2.294 -2.704
O 0.099 -1.672 -0.905
O -4.461 0.541 2.122
N -0.502 3.386 0.184
P 2.558 -1.725 -4.147
H 0.675 3.916 -2.797
O -0.450 -0.023 -2.225
C -5.454 0.800 1.263
H -2.419 0.957 2.029
C 0.670 3.056 -2.125
O 1.284 0.074 -0.720
O 3.184 2.109 2.656
C 3.223 0.188 1.467
O 5.268 1.977 3.518
N 0.697 -2.833 1.754
H 1.626 1.610 1.332
H 2.486 -3.621 4.190
O 4.427 0.286 2.253
H -3.300 2.753 0.126
C -3.153 -1.842 -1.653
C -0.010 3.258 -0.849
O -6.578 0.460 1.339
C -3.678 -0.985 -2.727
H 3.412 -4.183 2.779
O 3.121 -1.221 -2.725
H -3.412 0.045 -2.494
O 3.372 -2.132 -5.347
C 2.294 1.171 2.070
Cr 1.246 -1.014 -2.390
Mg -0.963 -2.421 0.395
H -2.999 1.047 -0.246
N -2.756 -2.531 -0.833
F -3.456 2.584 2.531
H 3.440 0.400 0.421
H 3.015 -0.858 1.668
C 2.792 -3.381 3.173
F 1.590 0.536 3.079
O -1.125 -0.637 0.501
H 3.416 -2.485 3.208
C -3.391 1.405 1.830
C 4.402 1.498 2.863
H -3.340 -1.334 -3.696
C 1.620 -3.073 2.379
O 1.644 -2.740 -3.446
H -4.769 -0.985 -2.683
O 1.600 -0.518 -4.233
C -3.568 1.732 0.381
O -4.979 1.521 0.187
```

## Properties
**Highest occupied orbital energy (spin up / spin down)**: -4.2 / -4.2 eV
**Electronic energy**: -3811.2496 Eh
**<S²>**: 3.789
**Spin multiplicity**: 4
**Kohn-Sham gap (spin up / spin down)**: 5.23 / 5.26 eV
**Total charge**: -1



2.
Entry from OMol25: C10H11AlClN4O5S as an isolated structure (ωB97M-V/def2-TZVPD).

```
33
C10H11AlClN4O5S (ωB97M-V/def2-TZVPD)
C -3.695 1.961 -0.385
N 2.391 -1.460 -1.063
H 3.345 -2.661 -2.474
H 2.178 -3.517 -1.435
H 4.427 -1.093 -1.269
C 3.542 -0.777 -0.736
C 2.376 -2.603 -1.989
C -3.751 1.837 -1.765
C -2.718 1.278 0.319
H -1.155 -0.301 -2.094
Al -0.602 -0.474 0.883
N 2.260 1.356 1.894
C 1.263 -1.093 -0.431
Cl -4.811 2.942 0.465
C -1.879 0.364 -1.645
C -2.826 1.021 -2.398
H 1.370 1.391 2.392
N -1.820 0.499 -0.309
C 3.585 0.199 0.199
H 4.518 0.684 0.437
O -0.495 -1.011 4.256
O 0.119 -1.648 -0.542
O -0.511 0.576 2.373
O -2.597 0.078 3.561
H -4.510 2.365 -2.325
C 2.368 0.525 0.883
S -1.321 -0.467 3.235
H -2.661 1.346 1.400
N 1.254 -0.084 0.457
H -2.845 0.891 -3.470
H 1.601 -2.453 -2.735
H 3.065 1.818 2.283
O -1.465 -1.490 2.030
```

## Properties
**Highest occupied orbital energy**: -12.9 eV
**Electronic energy**: -2083.7443 Eh
**Spin multiplicity**: 1
**Kohn-Sham gap**: 8.89 eV
**Total charge**: +1



3.
Entry from OMol25: C18H32IrN7S2 as an isolated structure in a non-equilibrium geometry (ωB97M-V/def2-TZVPD).

```
60
C18H32IrN7S2 (ωB97M-V/def2-TZVPD)
C -5.268 -0.357 1.062
S 1.603 3.135 4.400
H 3.809 -1.309 -1.194
H -1.074 -3.407 -1.209
H 1.933 -2.668 2.313
Ir -0.092 0.457 0.238
C 2.352 0.702 -2.004
H 0.141 0.270 -4.241
H -0.206 2.674 -1.269
H 3.402 0.957 -2.194
H 0.615 -2.939 -1.246
C -4.856 -0.285 -0.259
H 3.701 2.976 3.236
C 0.954 2.271 3.009
C -4.348 -0.049 2.052
H 3.108 4.654 3.316
C 1.540 1.994 -2.017
C -0.650 0.145 -3.502
H 2.025 0.054 -2.814
N -2.625 0.293 0.401
H -1.380 -2.640 1.034
C -0.350 -2.709 0.677
H 1.609 2.441 -3.014
H 2.230 -1.871 -1.658
H 2.757 0.478 -0.021
H -1.717 -1.208 -1.266
H -0.002 -1.455 2.210
C -0.359 -2.654 -0.854
C -3.530 0.047 -0.533
H -1.808 1.494 -2.269
H 1.972 2.692 -1.296
C -3.034 0.286 1.690
N -0.711 -1.320 -1.371
C -0.814 1.453 -2.720
C 2.751 -2.249 0.413
H -3.221 0.135 -1.567
H 3.797 3.905 4.759
H -2.442 0.876 3.704
S 1.703 2.168 1.480
C -2.108 0.746 2.678
N -0.203 1.736 3.271
N 0.131 1.784 -1.645
C 2.767 -1.372 -0.854
H -4.632 -0.044 3.094
C 3.209 3.716 3.862
N -0.907 1.127 2.346
H -6.280 -0.639 1.313
H 3.754 -2.278 0.840
H -1.576 0.057 -4.074
H -0.783 2.249 -3.477
C 1.842 -1.857 1.577
H -5.537 -0.495 -1.068
H 2.222 -0.948 2.054
H 2.523 -3.271 0.109
H 0.051 -3.684 0.984
N 0.415 -1.615 1.293
H -0.925 -1.971 -3.353
C -0.379 -1.200 -2.792
H 0.675 -1.453 -2.902
N 2.223 -0.021 -0.731
```

## Properties
**Highest occupied orbital energy (spin up / spin down)**: -16.8 / -16.8 eV
**Electronic energy**: -1987.9868 Eh
**<S²>**: 0.860
**Spin multiplicity**: 2
**Kohn-Sham gap (spin up / spin down)**: 4.58 / 5.10 eV
**Total charge**: +3



4.
Entry from OMol25: one molecule with the formula C2H6N4S in a non-equilibrium geometry (ωB97M-V/def2-TZVPD).

```
13
C2H6N4S (ωB97M-V/def2-TZVPD)
H 0.140 -1.078 0.769
H -0.486 -1.197 -3.116
H -0.778 1.389 -0.558
C -0.018 0.007 0.746
H 1.055 -0.475 2.891
H -1.932 -0.982 -1.478
N 0.524 0.862 1.484
C -0.224 -0.417 -2.391
N -0.964 0.433 -0.207
H 1.274 1.024 3.260
N -1.083 -0.467 -1.340
N 1.406 0.392 2.478
S 1.087 0.509 -2.538
```

## Properties
**Highest occupied orbital energy**: -8.7 eV
**SMILES**: N/N=C/NNC=S
**Electronic energy**: -696.9376 Eh
**Spin multiplicity**: 1
**Kohn-Sham gap**: 9.43 eV
**Total charge**: 0



5.
Entry from OMol25: C4H4O2Pb as an isolated structure in a non-equilibrium geometry (ωB97M-V/def2-TZVPD).

```
11
C4H4O2Pb (ωB97M-V/def2-TZVPD)
C -1.319 1.632 -1.035
H 1.344 -0.186 1.191
H -1.133 1.709 0.769
C 0.879 -0.983 0.583
O 1.263 -2.147 0.690
C -0.084 -0.569 -0.425
H -0.591 -1.350 -1.000
C -0.469 0.704 -0.444
Pb 2.819 -3.355 1.665
H -0.935 2.155 -1.922
O -1.775 2.389 -0.071
```

## Properties
**Highest occupied orbital energy (spin up / spin down)**: -11.2 / -13.0 eV
**Electronic energy**: -497.6812 Eh
**<S²>**: 0.754
**Spin multiplicity**: 2
**Kohn-Sham gap (spin up / spin down)**: 5.72 / 7.59 eV
**Total charge**: +1



6.
Entry from OMol25: one molecule with the formula C7H8 (ωB97M-V/def2-TZVPD).

```
15
C7H8 (ωB97M-V/def2-TZVPD)
H -0.069 2.069 0.333
H -0.758 -2.150 0.960
H -1.143 0.254 1.584
H 0.701 -1.408 1.648
H -2.703 -0.174 -0.236
C 0.434 1.100 0.424
H 0.562 -1.645 -0.108
C -1.643 0.006 -0.468
C 0.008 -1.385 0.799
C -1.554 0.153 -1.760
C 1.922 0.663 -1.749
C 1.249 0.870 -0.771
H 2.531 0.491 -2.610
C -0.623 0.002 0.652
H 1.088 1.154 1.302
```

## Properties
**Highest occupied orbital energy**: -10.0 eV
**Electronic energy**: -271.3232 Eh
**Spin multiplicity**: 1
**Kohn-Sham gap**: 9.97 eV
**Total charge**: 0



7.
Entry from OMol25: C43H59BiN4O9S4Si as an isolated structure in a non-equilibrium geometry (ωB97M-V/def2-TZVPD).

```
121
C43H59BiN4O9S4Si (ωB97M-V/def2-TZVPD)
H 10.473 -24.545 -10.936
H -0.152 -17.581 -13.834
H 8.334 -22.721 -7.587
H 0.078 -19.839 -10.171
H 8.308 -22.685 -5.787
C 4.317 -15.324 -11.709
C -2.575 -17.744 -10.058
C 0.807 -26.701 -14.463
H 6.718 -19.788 -6.054
C -2.396 -22.313 -11.369
H 1.932 -16.753 -9.776
S 5.209 -22.125 -10.765
O 7.576 -20.219 -10.355
H 5.070 -14.605 -11.657
H 7.820 -25.356 -9.700
C -2.089 -16.684 -10.755
H 8.690 -21.245 -6.786
C 4.706 -20.874 -15.821
H -4.898 -19.928 -14.596
O -1.213 -24.545 -10.572
C 0.480 -19.561 -13.939
H -3.521 -17.691 -9.661
O 0.137 -22.509 -10.818
H 2.062 -28.391 -13.005
C -4.238 -20.862 -12.779
C 4.076 -15.972 -12.908
O 6.604 -21.134 -8.105
H 4.791 -24.531 -13.032
H 2.825 -21.068 -14.987
C 6.211 -20.760 -5.824
C 10.035 -23.904 -10.199
H 1.948 -28.218 -11.288
H -0.997 -21.646 -12.825
H 2.884 -17.365 -14.032
H 10.651 -22.991 -10.173
H -2.545 -20.199 -13.896
H 2.693 -20.133 -8.639
H -5.690 -21.357 -11.236
S -1.123 -23.114 -10.376
C -4.658 -21.547 -11.634
S 3.045 -25.302 -11.248
N 0.624 -18.189 -13.529
H -5.084 -18.928 -13.137
H 6.814 -20.925 -16.389
C 2.447 -16.485 -10.725
Si 6.794 -21.502 -9.684
N 5.527 -24.272 -13.622
C 7.782 -24.809 -10.639
C 6.615 -19.069 -12.369
C 8.642 -23.538 -10.543
C 1.550 -19.580 -11.974
H 4.690 -15.889 -13.768
H 4.438 -20.016 -16.385
H 6.683 -24.533 -10.734
H 6.305 -18.360 -8.895
C -1.852 -18.881 -9.833
C 2.411 -27.783 -12.170
C 2.207 -17.128 -11.922
H 9.178 -18.495 -11.267
H 8.969 -23.508 -12.778
C 2.198 -26.311 -12.399
C 3.042 -16.910 -13.050
C 6.315 -22.483 -15.086
H 8.097 -25.494 -11.390
Bi 2.293 -22.935 -11.890
H 7.567 -22.680 -12.137
H 3.658 -15.005 -9.680
C 1.451 -25.850 -13.393
C 1.077 -18.120 -12.087
H 10.148 -24.276 -9.201
C -2.892 -20.871 -13.173
H 6.427 -21.088 -4.784
H 3.793 -21.164 -8.641
H -6.247 -20.216 -13.320
H 6.418 -24.226 -13.132
H 4.758 -22.739 -6.787
O -0.170 -19.831 -14.908
H -3.888 -22.787 -9.953
H 1.580 -27.374 -15.000
O 2.305 -19.930 -11.084
H 0.033 -27.334 -13.979
C 3.525 -15.535 -10.595
H 8.017 -17.095 -11.238
H -0.593 -15.960 -11.980
C 5.806 -23.048 -6.813
O 3.257 -20.639 -8.013
C 6.654 -21.794 -6.856
C 3.788 -21.518 -15.040
C -5.189 -19.941 -13.517
N 1.176 -20.319 -13.027
O -1.469 -22.694 -9.032
C 8.596 -22.880 -11.943
H 7.488 -19.156 -13.099
C -0.154 -17.926 -11.255
C 8.327 -18.060 -10.786
O 7.998 -22.721 -9.597
H 5.129 -20.563 -5.950
H 6.140 -18.141 -12.654
C -3.681 -22.218 -10.858
H 0.379 -26.111 -15.266
C 7.109 -18.989 -10.896
H 5.987 -23.602 -7.702
H 5.871 -19.835 -12.586
C -0.564 -18.954 -10.397
H 8.626 -17.916 -9.734
H 6.175 -23.605 -5.951
H -2.199 -19.688 -9.172
H 9.179 -21.937 -11.902
C 8.079 -22.152 -6.724
S 1.064 -24.168 -13.706
C -2.005 -21.657 -12.482
N 4.050 -22.609 -14.344
C 6.002 -21.375 -15.848
C -0.880 -16.796 -11.367
H 3.511 -27.886 -12.109
H 5.618 -17.546 -10.398
H -2.612 -15.706 -10.875
H 5.228 -19.189 -9.963
H 7.373 -22.836 -14.910
C 6.032 -18.467 -9.962
C 5.300 -23.081 -14.314
```

## Properties
**Highest occupied orbital energy**: -3.0 eV
**Electronic energy**: -4667.3422 Eh
**Spin multiplicity**: 1
**Kohn-Sham gap**: 7.09 eV
**Total charge**: -2



- Which of these has the highest spin multiplicity?
  C12H15CrF2MgN3O14P2



Copy entry 6 word for word.
Entry from OMol25: one molecule with the formula C7H8 (ωB97M-V/def2-TZVPD).

```
15
C7H8 (ωB97M-V/def2-TZVPD)
H -0.069 2.069 0.333
H -0.758 -2.150 0.960
H -1.143 0.254 1.584
H 0.701 -1.408 1.648
H -2.703 -0.174 -0.236
C 0.434 1.100 0.424
H 0.562 -1.645 -0.108
C -1.643 0.006 -0.468
C 0.008 -1.385 0.799
C -1.554 0.153 -1.760
C 1.922 0.663 -1.749
C 1.249 0.870 -0.771
H 2.531 0.491 -2.610
C -0.623 0.002 0.652
H 1.088 1.154 1.302
```

## Properties
**Highest occupied orbital energy**: -10.0 eV
**Electronic energy**: -271.3232 Eh
**Spin multiplicity**: 1
**Kohn-Sham gap**: 9.97 eV
**Total charge**: 0